Below is a structure of composition C18H21N5O2W, with properties calculated with wB97M-V/def2-TZVPD.

Each line ends with the Löwdin charge.
Positions of all 47 atoms, in Å:
N (-2.08, -2.69, 1.19)  0.159
C (-3.11, -2.30, 0.80)  -0.249
C (-4.39, -1.85, 0.29)  -0.031
H (-5.06, -2.71, 0.18)  0.123
H (-4.25, -1.37, -0.69)  0.081
H (-4.84, -1.12, 0.98)  0.105
N (0.14, 3.31, -1.61)  0.124
C (0.40, 4.44, -1.57)  -0.068
C (0.65, 5.85, -1.47)  0.042
H (-0.07, 6.41, -2.08)  0.141
H (1.66, 6.08, -1.83)  0.137
H (0.57, 6.18, -0.42)  0.137
N (2.22, -3.20, 0.19)  0.143
C (3.32, -2.90, -0.06)  -0.238
C (4.69, -2.59, -0.42)  -0.034
H (5.06, -1.75, 0.18)  0.097
H (4.73, -2.32, -1.49)  0.097
H (5.33, -3.47, -0.25)  0.121
W (0.03, 0.97, -1.47)  1.578
C (1.19, 1.49, 0.28)  -0.115
O (1.99, 1.86, 1.06)  0.286
C (-0.76, 1.56, 0.42)  -0.113
O (-1.38, 2.02, 1.31)  0.272
C (-1.49, 0.20, -2.62)  -0.101
C (-0.85, -0.81, -1.87)  -0.134
C (0.55, -0.94, -1.92)  -0.138
C (1.31, -0.05, -2.72)  -0.102
C (0.68, 0.99, -3.43)  -0.107
C (-0.73, 1.12, -3.38)  -0.115
H (-2.57, 0.29, -2.60)  0.179
H (-1.44, -1.50, -1.28)  0.148
H (1.04, -1.74, -1.37)  0.129
H (2.39, -0.15, -2.76)  0.181
H (1.27, 1.69, -4.01)  0.185
H (-1.23, 1.91, -3.93)  0.186
C (-1.94, -0.11, 3.79)  0.054
C (-0.69, -0.69, 3.29)  -0.302
N (0.35, -0.07, 2.73)  0.132
C (1.31, -1.02, 2.46)  -0.010
C (0.80, -2.27, 2.80)  0.072
N (-0.44, -2.04, 3.34)  0.170
H (-2.80, -0.66, 3.38)  0.105
H (-1.97, -0.18, 4.88)  0.141
H (-1.99, 0.93, 3.48)  0.086
H (2.27, -0.80, 2.04)  0.119
H (1.22, -3.25, 2.63)  0.143
H (-1.15, -2.74, 3.55)  0.181

Summary:
E_LUMO (spin up / spin down) = -17.67 / -17.57 eV
Spin multiplicity = 3
Relative energy (zero: lowest compared OMol25 entry of this formula, charge and spin) = 6.952 eV
Net charge = +4
HOMO level (spin up / spin down) = -0.80558 / -0.81845 Ha

=====

Below is an isolated molecule of C18H21NO4, with properties calculated with wB97M-V/def2-TZVPD.

Each line ends with the Löwdin charge.
Positions of all 44 atoms, in Å:
C (2.23, -4.81, 5.10)  -0.092
O (1.49, -4.97, 3.91)  -0.083
C (1.43, -3.92, 3.03)  -0.274
C (0.68, -4.14, 1.88)  -0.003
C (0.56, -3.14, 0.93)  0.004
C (1.19, -1.92, 1.11)  -0.151
N (1.11, -0.86, 0.19)  0.139
C (0.43, -0.79, -0.98)  -0.455
O (-0.26, -1.68, -1.43)  0.073
C (0.60, 0.56, -1.66)  -0.067
C (0.16, 0.49, -3.13)  -0.189
O (-0.08, 1.77, -3.68)  -0.046
C (-1.23, 2.43, -3.35)  -0.271
C (-1.34, 3.72, -3.88)  -0.004
C (-2.46, 4.48, -3.62)  -0.047
C (-3.50, 3.98, -2.83)  -0.295
C (-4.72, 4.82, -2.56)  -0.059
C (-3.38, 2.70, -2.32)  -0.044
C (-2.26, 1.92, -2.57)  -0.019
C (1.94, -1.70, 2.27)  -0.199
O (2.53, -0.46, 2.38)  -0.094
C (3.30, -0.17, 3.52)  -0.080
C (2.06, -2.70, 3.23)  0.040
H (3.29, -4.63, 4.89)  0.095
H (2.13, -5.76, 5.63)  0.093
H (1.83, -4.01, 5.72)  0.095
H (0.20, -5.09, 1.75)  0.118
H (-0.02, -3.31, 0.04)  0.104
H (1.64, -0.05, 0.49)  0.138
H (-0.04, 1.28, -1.14)  0.126
H (1.63, 0.91, -1.58)  0.124
H (0.97, 0.07, -3.74)  0.136
H (-0.71, -0.16, -3.23)  0.119
H (-0.54, 4.10, -4.49)  0.116
H (-2.54, 5.47, -4.03)  0.113
H (-5.30, 4.94, -3.48)  0.080
H (-5.35, 4.35, -1.81)  0.072
H (-4.43, 5.81, -2.22)  0.077
H (-4.17, 2.29, -1.71)  0.111
H (-2.21, 0.93, -2.15)  0.109
H (3.65, 0.85, 3.38)  0.095
H (4.16, -0.84, 3.60)  0.099
H (2.70, -0.22, 4.43)  0.099
H (2.64, -2.52, 4.12)  0.093

Summary:
E_LUMO = 0.56 eV
Relative energy (zero: lowest compared OMol25 entry of this formula, charge and spin) = 1.487 eV
Net charge = 0
HOMO level = -0.28609 Ha

=====

Below is a structure of composition C18H22B2Cl4O4, with properties calculated with wB97M-V/def2-TZVPD.

Each line ends with the Löwdin charge.
Positions of all 50 atoms, in Å:
Cl (2.80, 1.77, -4.11)  0.519
B (1.62, 0.36, -3.86)  -1.853
Cl (0.68, -0.10, -5.41)  0.511
Cl (2.71, -1.13, -3.44)  0.520
O (0.75, 0.73, -2.73)  -0.088
C (-0.13, -0.08, -2.16)  -0.052
C (-1.49, 0.17, -2.64)  -0.202
C (-2.34, -0.92, -2.81)  0.013
C (-3.52, -0.76, -3.52)  -0.067
C (-3.89, 0.53, -3.94)  -0.643
Cl (-5.27, 0.72, -4.93)  0.732
C (-3.09, 1.64, -3.64)  -0.062
C (-1.90, 1.48, -2.96)  0.025
H (0.16, -1.12, -2.33)  0.094
H (-2.02, -1.89, -2.42)  0.133
H (-4.11, -1.62, -3.81)  0.113
H (-3.37, 2.62, -4.02)  0.115
H (-1.25, 2.32, -2.74)  0.140
C (0.38, 1.34, 6.47)  -0.017
C (-0.24, 0.52, 5.44)  -0.317
C (-0.79, -0.75, 5.49)  -0.022
C (-0.98, -1.16, 4.15)  -0.007
C (-0.47, -0.16, 3.30)  -0.055
B (0.60, -0.35, 2.16)  -0.633
O (0.73, -1.56, 1.55)  0.137
C (1.23, -1.18, 0.24)  -0.367
C (2.69, -1.58, 0.12)  -0.017
C (0.46, -2.19, -0.60)  -0.038
C (1.18, 0.51, 0.31)  -0.353
C (2.34, 1.31, -0.28)  -0.005
C (-0.17, 1.24, 0.04)  0.013
O (1.39, 0.70, 1.75)  0.120
O (-0.15, 0.93, 4.14)  0.038
H (0.39, 0.79, 7.43)  0.090
H (1.42, 1.58, 6.22)  0.098
H (-0.18, 2.27, 6.62)  0.092
H (-0.95, -1.32, 6.40)  0.112
H (-1.43, -2.10, 3.84)  0.115
H (2.99, -1.48, -0.93)  0.035
H (3.33, -0.97, 0.77)  0.099
H (2.80, -2.63, 0.44)  0.107
H (0.96, -2.42, -1.55)  0.071
H (0.40, -3.14, -0.05)  0.112
H (-0.58, -1.89, -0.71)  0.076
H (2.68, 0.96, -1.26)  0.055
H (2.02, 2.35, -0.42)  0.097
H (3.19, 1.37, 0.41)  0.105
H (-0.07, 2.07, -0.68)  0.099
H (-0.94, 0.54, -0.32)  0.085
H (-0.55, 1.67, 0.99)  0.125

Summary:
E_LUMO = -2.86 eV
Relative energy (zero: lowest compared OMol25 entry of this formula, charge and spin) = 0.000 eV
Net charge = 0
HOMO level = -0.31131 Ha

=====

Below is a cluster of 2 separate species, C18H22B3FN2O3 in total, with properties calculated with wB97M-V/def2-TZVPD.

Each line ends with the Löwdin charge.
Positions of all 49 atoms, in Å:
H (-1.20, 3.21, -3.66)  0.029
N (-1.64, 2.30, -3.90)  0.066
C (-1.00, 1.35, -3.10)  -0.293
C (0.22, 1.77, -2.04)  -0.078
C (-1.42, -0.26, -3.18)  -0.018
B (-2.59, -0.60, -2.07)  -0.357
O (-3.11, 0.40, -1.07)  0.143
B (-2.70, -0.23, 0.23)  -0.328
C (-1.80, 0.77, 1.22)  -0.024
C (-1.89, 0.39, 2.81)  -0.316
C (-2.09, 1.68, 3.86)  -0.088
N (-1.77, -0.87, 3.35)  0.079
H (-1.85, -0.74, 4.40)  0.042
O (-3.03, -1.65, 0.59)  0.161
B (-2.62, -2.42, -0.60)  -0.409
C (-1.57, -3.68, -0.66)  -0.014
C (-1.52, -4.80, -1.89)  0.010
C (-0.35, -6.00, -1.83)  -0.063
C (0.72, -6.05, -0.58)  -0.071
C (0.68, -4.96, 0.64)  -0.068
C (-0.47, -3.78, 0.59)  0.003
O (-3.19, -1.97, -1.93)  0.125
H (-0.05, 2.72, -1.39)  0.098
H (0.50, 0.86, -1.35)  0.067
H (1.17, 2.03, -2.70)  0.092
H (-0.44, -0.84, -2.82)  0.136
H (-1.64, -0.63, -4.26)  0.130
H (-2.30, 1.85, 1.10)  0.132
H (-0.69, 0.90, 0.85)  0.118
H (-1.87, 1.40, 4.97)  0.076
H (-3.19, 2.08, 3.68)  0.093
H (-1.31, 2.51, 3.50)  0.085
H (-2.27, -4.74, -2.81)  0.104
H (-0.21, -6.81, -2.67)  0.079
H (1.56, -6.89, -0.56)  0.083
H (1.43, -4.94, 1.55)  0.086
H (-0.51, -2.96, 1.45)  0.100
F (2.12, 1.24, 0.05)  0.034
C (2.89, 2.26, 0.45)  -0.288
C (2.92, 2.61, 1.80)  -0.017
C (3.72, 3.67, 2.21)  -0.081
C (4.48, 4.38, 1.28)  -0.096
C (4.43, 4.03, -0.07)  -0.080
C (3.64, 2.96, -0.49)  -0.019
H (2.32, 2.05, 2.51)  0.114
H (3.76, 3.94, 3.26)  0.106
H (5.10, 5.21, 1.60)  0.102
H (5.02, 4.58, -0.80)  0.106
H (3.60, 2.67, -1.53)  0.111

Summary:
E_LUMO = -0.47 eV
Net charge = 0
HOMO level = -0.31841 Ha

=====

| no. | largest force on an atom (eV Å⁻¹) | calculated total energy (hartree) |
| --- | --- | --- |
| 1 | 11.437 | -1187.96168 |
| 2 | 0.639 | -1054.21190 |
| 3 | 7.692 | -2890.59778 |
| 4 | 6.319 | -1208.54591 |